# C5H4S3

An isolated molecule of C5H4S3 at a distorted geometry (ωB97M-V/def2-TZVPD, the OMol25 dataset).

XYZ file:
```
12
Properties=species:S:1:pos:R:3:forces:R:3
S -2.242 2.037 1.958 0.352 -0.290 -0.346
C -1.153 0.840 1.813 -0.642 0.651 0.076
C -0.514 0.389 0.587 -0.313 0.454 0.393
C 0.351 -0.617 0.531 0.655 -0.337 -0.189
C 0.936 -0.869 -0.822 -0.988 1.084 -0.344
C 0.296 0.132 -1.811 0.101 -0.093 1.442
S 0.612 0.257 -3.368 0.178 -0.063 -0.942
S -0.781 1.209 -0.961 -0.178 -0.096 0.109
H -0.884 0.342 2.737 0.325 -0.402 -0.096
H 0.657 -1.173 1.413 -0.105 0.008 -0.128
H 0.724 -1.847 -1.199 0.014 -0.818 -0.135
H 1.997 -0.701 -0.877 0.601 -0.099 0.161
```
Positions in Å, forces in eV/Å.

Its gap between HOMO and LUMO is 7.7 eV. The structure (SMILES) is S=CC1=CCC(=S)S1. As for the highest occupied orbital energy: -8.9 eV. The value obtained for the energy relative to the best compared isomer or geometry (same formula, charge and spin) is 36.4 kJ/mol. The value obtained for the total energy is -37754.2676 eV.

=====

# C5H5AlCl2InNO5

A structure of composition C5H5AlCl2InNO5 at a distorted geometry (ωB97M-V/def2-TZVPD, the OMol25 dataset).

XYZ file:
```
20
Properties=species:S:1:pos:R:3:forces:R:3
In -1.315 4.130 0.473 2.194 1.746 -0.213
Al 0.303 -0.359 0.651 -0.897 -1.069 -1.059
Cl 0.969 3.595 0.040 -1.429 0.582 0.364
Cl -1.255 1.135 0.237 0.581 -0.797 0.453
C 0.430 -1.250 2.624 0.470 -5.420 4.561
C -0.882 6.584 -0.533 0.938 5.089 -1.341
C -1.741 6.504 1.712 -1.374 2.478 2.451
O 0.481 -2.108 3.420 -0.339 5.649 -4.797
O -0.708 7.730 -0.589 -0.719 -5.558 0.037
O -1.942 7.555 2.115 0.769 -3.723 -1.387
N -0.022 -4.300 -1.115 0.355 0.412 -0.241
C 1.170 -3.361 -1.336 -0.579 -1.862 -0.628
C 0.838 -2.145 -0.645 -1.108 1.721 1.789
O -0.331 -2.096 -0.067 1.885 1.874 0.083
O 1.629 -1.131 -0.465 -1.565 -0.253 0.617
H -0.181 -4.469 -0.100 0.083 -0.294 -0.784
H 0.083 -5.183 -1.638 0.115 -0.033 0.264
H -0.864 -3.830 -1.476 -0.049 -0.367 0.092
H 2.056 -3.815 -0.900 0.365 -0.066 -0.213
H 1.282 -3.186 -2.409 0.305 -0.109 -0.048
```
Positions in Å, forces in eV/Å.

Its gap between HOMO and LUMO (spin up / spin down) is 6.5 / 6.5 eV. Its total charge is +4. As for the highest occupied orbital energy (spin up / spin down): -25.0 / -25.0 eV. The value obtained for the energy relative to the best compared isomer or geometry (same formula, charge and spin) is 194.4 kJ/mol. The value obtained for the total energy is -53763.2760 eV.

=====

# C5H5AlCl2InNO5

A structure of composition C5H5AlCl2InNO5 at a distorted geometry (ωB97M-V/def2-TZVPD, the OMol25 dataset).

XYZ file:
```
20
Properties=species:S:1:pos:R:3:forces:R:3
In 4.390 0.072 -3.425 2.635 0.194 -0.180
Al -1.431 0.807 0.137 0.167 -0.723 -1.077
Cl 5.685 -0.431 -1.490 -1.511 0.276 -0.791
Cl -0.881 0.275 -1.813 -0.130 0.504 1.153
C -2.299 2.706 0.476 -4.017 4.051 2.632
C 6.755 0.015 -4.248 3.778 -0.263 -0.591
C 4.761 1.366 -6.044 0.288 0.778 -2.903
O -3.008 3.506 0.924 3.850 -3.915 -2.550
O 7.886 -0.013 -4.391 -3.799 0.114 0.407
O 5.037 1.709 -7.098 -0.919 -1.129 3.705
N -3.568 -1.681 2.868 0.378 0.215 0.639
C -2.293 -0.879 3.238 -1.263 -1.372 0.565
C -1.867 -0.230 2.019 0.406 0.690 -1.844
O -2.688 -0.293 1.005 1.758 1.117 0.585
O -0.752 0.411 1.849 -1.871 -0.519 -0.514
H -4.352 -1.066 2.593 0.307 -0.218 0.026
H -3.877 -2.199 3.699 -0.055 -0.140 0.008
H -3.413 -2.365 2.099 -0.058 0.401 0.474
H -2.544 -0.126 3.997 0.087 -0.250 0.078
H -1.542 -1.585 3.604 -0.031 0.190 0.179
```
Positions in Å, forces in eV/Å.

Its gap between HOMO and LUMO is 5.3 eV. Its total charge is +4. As for the highest occupied orbital energy: -23.5 eV. The value obtained for the energy relative to the best compared isomer or geometry (same formula, charge and spin) is 0.0 kJ/mol. The value obtained for the total energy is -53765.2906 eV.

=====

# C5H5BaO15

A structure of composition C5H5BaO15 at a distorted geometry (ωB97M-V/def2-TZVPD, the OMol25 dataset).

XYZ file:
```
26
Properties=species:S:1:pos:R:3:forces:R:3
Ba 0.927 -0.777 -0.760 -0.547 0.304 0.731
O -4.504 0.527 -5.746 -0.021 0.553 -0.214
C -3.353 -0.168 -5.623 2.905 -4.957 -3.836
O -2.856 -0.194 -4.479 0.313 0.984 1.596
O -2.906 -0.829 -6.594 -0.550 0.838 -0.025
H -4.154 0.747 -4.880 -2.368 2.525 2.553
O -5.106 1.502 2.328 -0.409 -0.757 0.118
C -3.955 0.838 1.870 1.268 -1.432 0.059
O -3.087 1.588 1.403 0.687 1.418 -0.698
O -3.832 -0.398 1.987 -1.348 0.591 0.385
H -4.950 2.412 2.063 0.187 0.092 -0.043
O 4.553 0.323 5.224 0.334 0.159 2.038
C 4.297 -0.189 4.023 0.564 1.220 -5.089
O 3.492 -1.040 3.790 -4.019 -4.216 2.642
O 4.820 0.288 2.982 2.877 2.587 0.331
H 5.259 0.959 5.093 0.033 0.131 -0.274
O 4.100 5.936 -2.031 0.072 3.333 -0.661
C 4.108 4.642 -1.984 2.540 -6.490 2.322
O 5.243 4.024 -1.771 -0.492 2.293 -1.042
O 3.072 3.996 -1.948 -2.604 0.201 -0.789
H 5.043 6.113 -1.999 0.367 0.388 0.083
O -1.961 -6.038 2.190 -0.424 0.250 0.891
C -1.033 -6.312 1.265 1.784 -4.022 -2.319
O -0.692 -5.316 0.581 0.600 1.111 -0.340
O -0.664 -7.512 1.097 -0.412 1.374 0.601
H -1.864 -5.121 1.920 -1.336 1.524 0.982
```
Positions in Å, forces in eV/Å.

Its gap between HOMO and LUMO is 3.2 eV. Its total charge is -3. As for the highest occupied orbital energy: -1.2 eV. The value obtained for the energy relative to the best compared isomer or geometry (same formula, charge and spin) is 839.7 kJ/mol. The value obtained for the total energy is -36669.8258 eV.

=====

# C5H5Br

A structure of composition C5H5Br at a distorted geometry (ωB97M-V/def2-TZVPD, the OMol25 dataset).

XYZ file:
```
11
Properties=species:S:1:pos:R:3:forces:R:3
C -0.859 1.527 -0.027 -2.945 -4.156 -0.002
C 0.304 0.935 0.006 0.442 -0.144 -0.002
C -1.115 -1.045 -0.039 -0.006 -0.295 -0.033
C -2.026 -0.100 -0.042 2.872 4.111 0.093
C 0.311 -0.571 0.017 -0.182 0.147 -0.109
Br -3.862 0.005 0.007 -0.214 -0.233 -0.073
H -1.292 2.496 -0.046 0.003 0.554 0.009
H 1.258 1.442 0.026 0.057 0.192 -0.003
H -1.309 -2.107 -0.076 -0.164 -0.090 0.077
H 0.887 -0.960 -0.829 0.044 -0.022 0.056
H 0.788 -0.934 0.931 0.092 -0.065 -0.012
```
Positions in Å, forces in eV/Å.

Its gap between HOMO and LUMO is 10.2 eV. As for the highest occupied orbital energy: -9.2 eV. The value obtained for the energy relative to the best compared isomer or geometry (same formula, charge and spin) is 64.9 kJ/mol. The value obtained for the total energy is -75305.6083 eV.

=====

# C5H5Br

An isolated molecule of C5H5Br at a distorted geometry (ωB97M-V/def2-TZVPD, the OMol25 dataset).

XYZ file:
```
11
Properties=species:S:1:pos:R:3:forces:R:3
C -1.225 -0.551 0.761 -5.342 -3.859 3.105
C -0.859 0.668 0.850 0.174 1.556 0.009
C 0.013 1.428 0.278 1.284 2.405 -1.265
C 0.884 0.716 -0.658 -0.874 -2.905 0.048
C 0.865 -0.620 -0.505 2.446 -0.547 -0.978
Br 1.532 -1.985 -1.713 -0.111 0.877 0.092
H -1.092 -1.186 1.730 0.175 0.702 -1.849
H -2.197 -0.936 0.203 2.362 0.953 0.577
H 0.161 2.507 0.225 -0.526 -0.186 0.774
H 1.207 1.115 -1.583 0.518 0.774 -0.510
H 0.711 -1.156 0.412 -0.106 0.230 -0.004
```
Positions in Å, forces in eV/Å.

Its gap between HOMO and LUMO is 8.9 eV. The structure (SMILES) is C=C=C/C=C/Br. As for the highest occupied orbital energy: -8.5 eV. The value obtained for the energy relative to the best compared isomer or geometry (same formula, charge and spin) is 225.1 kJ/mol. The value obtained for the total energy is -75303.9473 eV.

=====

# C5H5BrFN

An isolated molecule of C5H5BrFN at a distorted geometry (ωB97M-V/def2-TZVPD, the OMol25 dataset).

XYZ file:
```
13
Properties=species:S:1:pos:R:3:forces:R:3
F -1.199 2.250 -0.122 0.476 -2.310 0.028
C -0.729 0.924 -0.138 -0.271 1.655 -1.822
C -0.793 0.173 -1.259 -0.951 1.825 1.721
C -0.328 -1.183 -1.135 -0.004 -0.288 -0.491
N 0.423 -1.617 -0.196 0.131 0.254 0.362
C 0.848 -0.624 0.764 1.870 -1.376 -0.652
Br 2.717 0.083 0.098 -0.833 0.010 -0.171
C -0.027 0.507 1.065 -1.564 1.555 1.119
H -1.408 0.571 -2.048 0.230 -0.267 -0.519
H -0.658 -1.845 -1.946 0.282 -0.196 0.532
H 1.342 -1.031 1.622 -0.583 -0.681 0.465
H -0.767 0.457 1.923 0.713 -0.751 -0.788
H 0.578 1.336 1.373 0.505 0.571 0.217
```
Positions in Å, forces in eV/Å.

Its gap between HOMO and LUMO is 9.2 eV. The structure (SMILES) is FC1=CC=N[C@@H](Br)C1. As for the highest occupied orbital energy: -9.6 eV. The value obtained for the energy relative to the best compared isomer or geometry (same formula, charge and spin) is 81.2 kJ/mol. The value obtained for the total energy is -79514.7783 eV.

=====

# C5H5BrFN

An isolated molecule of C5H5BrFN at a distorted geometry (ωB97M-V/def2-TZVPD, the OMol25 dataset).

XYZ file:
```
13
Properties=species:S:1:pos:R:3:forces:R:3
F 2.656 -0.254 -0.371 -0.740 0.699 -0.622
C 1.333 0.009 -0.401 -1.151 -1.190 2.705
C 0.696 1.060 -0.924 1.247 -2.385 0.194
C -0.749 1.137 -0.869 1.712 -1.677 1.254
N -1.517 0.251 -0.374 -0.885 1.318 -0.442
C -0.932 -0.930 0.089 3.850 1.268 -2.895
Br -0.895 -2.120 -1.546 -0.138 -0.179 0.531
C 0.538 -0.828 0.600 -2.534 4.533 0.127
H 1.354 1.650 -1.455 0.580 1.972 -1.396
H -1.079 2.017 -1.265 -1.749 2.183 -0.929
H -1.487 -1.349 0.796 -2.520 -2.155 2.597
H 0.385 -0.133 1.591 0.839 -1.924 -1.972
H 0.808 -1.796 0.756 1.489 -2.461 0.848
```
Positions in Å, forces in eV/Å.

Its gap between HOMO and LUMO is 9.5 eV. The structure (SMILES) is FC1=CC=N[C@@H](Br)C1. As for the highest occupied orbital energy: -9.6 eV. The value obtained for the energy relative to the best compared isomer or geometry (same formula, charge and spin) is 138.5 kJ/mol. The value obtained for the total energy is -79514.1838 eV.

=====

# C5H5BrN4S2

An isolated molecule of C5H5BrN4S2 at a distorted geometry (ωB97M-V/def2-TZVPD, the OMol25 dataset).

XYZ file:
```
17
Properties=species:S:1:pos:R:3:forces:R:3
C -0.039 -0.805 -0.678 -0.579 -1.882 1.264
C -0.218 1.612 -0.763 1.586 -3.563 0.885
C -0.273 2.866 -0.893 -0.457 2.720 1.160
C 0.912 -1.534 0.346 -2.845 -2.266 1.445
C 0.559 -0.764 1.662 2.622 0.859 -1.579
N 0.262 0.492 -0.696 -0.751 2.431 -1.054
N 2.335 -1.716 0.117 1.094 0.891 -0.506
N 2.775 0.604 0.707 -1.802 1.433 1.513
N 3.184 -0.503 0.128 -0.191 -1.711 1.218
S 2.890 -1.154 -1.465 -0.360 -0.036 -0.706
S 1.453 0.642 1.725 0.994 -1.344 -0.602
Br -1.931 -1.352 -0.008 -0.265 0.278 0.089
H -0.282 -1.203 -1.630 0.950 -0.469 -0.950
H -0.206 3.650 -0.131 -0.189 -0.644 -0.271
H -0.363 3.101 -1.897 -0.312 1.110 -1.858
H 0.571 -2.661 0.448 0.307 2.375 -0.240
H -0.349 -0.881 2.227 0.198 -0.183 0.191
```
Positions in Å, forces in eV/Å.

Its gap between HOMO and LUMO (spin up / spin down) is 7.2 / 6.9 eV. As for the highest occupied orbital energy (spin up / spin down): -8.0 / -7.9 eV. The value obtained for the energy relative to the best compared isomer or geometry (same formula, charge and spin) is 537.3 kJ/mol. The value obtained for the total energy is -102930.7148 eV.

=====

# C5H5Cl

A cluster of 2 separate species, C5H5Cl in total at a distorted geometry (ωB97M-V/def2-TZVPD, the OMol25 dataset).

XYZ file:
```
11
Properties=species:S:1:pos:R:3:forces:R:3
C -2.499 -0.047 1.121 4.265 0.365 -2.006
C -3.266 -0.087 2.047 -0.373 -0.461 -0.097
C 0.006 -1.484 0.629 2.339 -1.094 -0.176
C -0.277 -0.297 0.241 -3.977 -0.843 0.340
C 0.031 0.910 -0.444 0.334 -1.007 -0.357
Cl -4.534 -0.665 2.875 -1.120 -0.103 1.089
H 0.979 -2.032 0.448 -0.959 1.076 -0.196
H -0.626 -2.001 1.272 -1.137 -0.744 0.849
H 1.012 0.695 -0.830 0.836 0.206 -0.347
H 0.134 1.477 0.437 0.007 2.367 0.285
H -0.613 1.186 -1.278 -0.215 0.239 0.615
```
Positions in Å, forces in eV/Å.

Its gap between HOMO and LUMO (spin up / spin down) is 8.2 / 8.2 eV. As for the highest occupied orbital energy (spin up / spin down): -8.8 / -8.8 eV. The value obtained for the energy relative to the best compared isomer or geometry (same formula, charge and spin) is 603.4 kJ/mol. The value obtained for the total energy is -17781.3057 eV.

=====

# C5H5Cl

An isolated molecule of C5H5Cl at a distorted geometry (ωB97M-V/def2-TZVPD, the OMol25 dataset).

XYZ file:
```
11
Properties=species:S:1:pos:R:3:forces:R:3
C 2.758 -0.022 1.833 -0.781 0.325 -0.355
C 0.721 -0.077 0.189 0.830 0.035 1.310
C 2.019 -0.083 0.714 0.355 -0.545 -1.078
C -0.287 -0.752 -0.255 -0.365 -0.331 -0.140
C -1.577 -0.194 -0.751 -0.090 0.017 -0.138
Cl -0.244 -2.538 -0.293 0.089 0.383 0.136
H 2.676 -0.389 -0.118 0.125 0.037 -0.071
H 2.733 0.734 2.601 -0.082 0.028 0.389
H -1.492 0.882 -0.886 -0.015 0.038 0.003
H -2.374 -0.399 -0.035 -0.009 -0.033 -0.018
H -1.842 -0.661 -1.698 -0.056 0.046 -0.038
```
Positions in Å, forces in eV/Å.

Its gap between HOMO and LUMO (spin up / spin down) is 7.8 / 7.9 eV. As for the highest occupied orbital energy (spin up / spin down): -9.2 / -8.5 eV. The value obtained for the energy relative to the best compared isomer or geometry (same formula, charge and spin) is 476.6 kJ/mol. The value obtained for the total energy is -17782.6202 eV.

=====

# C5H5Cl

An isolated molecule of C5H5Cl at a distorted geometry (ωB97M-V/def2-TZVPD, the OMol25 dataset).

XYZ file:
```
11
Properties=species:S:1:pos:R:3:forces:R:3
C 1.085 -2.247 -0.834 -1.264 5.480 2.235
C -0.022 -1.639 -0.309 0.860 -0.790 -0.703
Cl -1.270 -2.811 0.143 -0.402 0.852 -0.029
C -0.214 -0.198 -0.078 0.356 -1.330 0.073
C -0.252 0.985 0.162 0.045 1.908 0.075
C -0.496 2.492 0.524 0.013 -2.420 1.656
H 1.111 -3.261 -0.891 0.474 -2.612 -0.411
H 1.911 -1.523 -0.760 0.156 -0.941 -0.991
H -0.039 3.278 -0.249 -0.930 -1.883 2.172
H -1.635 2.415 0.498 1.423 1.104 0.077
H -0.180 2.509 1.794 -0.731 0.631 -4.153
```
Positions in Å, forces in eV/Å.

Its gap between HOMO and LUMO is 9.8 eV. The structure (SMILES) is C=C(Cl)C#CC. As for the highest occupied orbital energy: -9.1 eV. The value obtained for the energy relative to the best compared isomer or geometry (same formula, charge and spin) is 294.6 kJ/mol. The value obtained for the total energy is -17784.5070 eV.